Here is a 4-piece molecular cluster, C2H11NO3 overall in a non-equilibrium geometry from the Open Molecules 2025 dataset. Energies are from ωB97M-V/def2-TZVPD.

```
17
Properties=species:S:1:pos:R:3
C -1.18 -0.56 -0.30
N -1.20 -1.81 -0.11
C 0.04 -2.46 0.24
H -2.10 0.01 -0.30
H -0.29 0.00 -0.54
H -0.12 -3.32 0.87
H 0.80 -1.83 0.72
H 0.56 -2.81 -0.66
O 2.72 1.01 -0.52
H 3.27 1.62 0.00
H 3.39 0.53 -1.02
O -3.01 1.53 2.83
H -2.75 1.87 1.97
H -2.20 1.34 3.31
O 0.39 1.61 -2.33
H 0.98 0.87 -2.26
H 0.69 2.41 -1.90
```

## Properties
structure (SMILES): C=NC.O.O.O
E: -363.214815 Ha
orbital gap: 9.50 eV
HOMO: -9.2612 eV
energy relative to the best compared isomer or geometry (same formula, charge and spin): 156.43 kJ/mol